Entry 1:
{"formula": "C3HLiO4Sr", "method": "ωB97M-V/def2-TZVPD", "elements": ["O", "C", "O", "O", "Sr", "C", "C", "O", "Li", "H"], "coordinates": [[2.03056, 0.66360, -0.10202], [1.72328, -0.63166, -0.27154], [0.38668, -0.86061, -0.07109], [2.52928, -1.46131, 0.00146], [0.63641, 2.48015, 0.09092], [-0.45127, 0.17158, 0.00796], [-1.78353, -0.12158, 0.06080], [-2.92246, -0.18971, 0.06187], [-5.11575, -0.67794, -0.07831], [2.96680, 0.62749, 0.29994]], "total_charge": 3, "de_lowest_ev": 0.0000, "e_lumo_ev": [-12.1886, -14.4100], "gap_ev": [9.6, 8.3], "multiplicity": 2}

Entry 2:
{"formula": "C6H10O", "method": "ωB97M-V/def2-TZVPD", "elements": ["C", "C", "C", "C", "C", "C", "O", "H", "H", "H", "H", "H", "H", "H", "H", "H", "H"], "coordinates": [[1.72554, 0.54324, 0.00672], [1.21132, 1.01389, -1.28159], [0.37841, 1.30751, -0.02882], [-0.78605, 0.53317, 0.26317], [-1.10621, -0.78597, -0.20316], [-0.91900, -1.51954, 1.29260], [0.15783, -1.00224, 1.83603], [1.62115, -0.48922, 0.32504], [2.51624, 1.09978, 0.49907], [1.65623, 1.89313, -1.73760], [0.79404, 0.29636, -1.98257], [0.39846, 2.32003, 0.35939], [-1.54499, 1.01277, 0.88154], [-2.14364, -0.90001, -0.52545], [-0.40479, -1.20676, -0.92512], [-1.90067, -1.24616, 1.74685], [-0.94400, -2.62605, 1.14027]], "total_charge": 0, "de_lowest_ev": 4.1587, "e_lumo_ev": [-0.6782, -0.6761], "gap_ev": [7.0, 7.0], "multiplicity": 1}

Entry 3:
{"formula": "C11H12HgN8O", "method": "ωB97M-V/def2-TZVPD", "elements": ["Hg", "N", "C", "N", "C", "N", "C", "C", "N", "C", "C", "N", "H", "H", "H", "H", "H", "C", "N", "C", "C", "C", "N", "C", "O", "N", "H", "H", "H", "H", "H", "H", "H"], "coordinates": [[1.84618, -0.63370, -1.94651], [-0.13565, -4.98105, -1.36608], [1.02751, -4.30045, -1.36924], [0.79663, -2.98334, -1.29691], [-0.53842, -2.93409, -1.17728], [-1.11643, -4.12092, -1.09902], [-1.32847, -1.68720, -1.15628], [-2.71818, -1.50602, -1.06243], [-3.33762, -0.29563, -1.01457], [-2.51738, 0.72015, -1.05072], [-1.15237, 0.60011, -1.35305], [-0.61031, -0.58407, -1.36209], [-0.39218, -5.95607, -1.32711], [2.03562, -4.81883, -1.39905], [-3.35779, -2.38912, -1.08371], [-3.02692, 1.71710, -0.98753], [-0.51926, 1.47988, -1.49395], [1.07020, 0.05213, 2.95819], [1.09151, 1.22103, 2.02301], [0.69564, 2.51244, 2.42928], [0.60424, 3.47640, 1.51562], [0.83731, 3.13791, 0.13022], [1.30318, 1.93829, -0.20608], [1.31472, 0.97065, 0.68256], [1.70898, -0.15718, 0.33731], [0.73720, 4.11618, -0.78478], [0.62380, 0.32476, 3.92659], [2.06211, -0.36523, 3.10961], [0.55098, -0.69644, 2.48270], [0.61140, 2.69067, 3.46106], [0.56614, 4.53756, 1.79699], [0.31175, 5.03511, -0.54463], [0.95586, 3.87897, -1.77213]], "total_charge": 1, "e_lumo_ev": [-2.8492, -4.6737], "gap_ev": [8.3, 7.7], "multiplicity": 2}

Entry 4:
{"formula": "C48H51F6NO5SSeSn", "method": "ωB97M-V/def2-TZVPD", "elements": ["Sn", "C", "C", "C", "C", "C", "C", "C", "Se", "C", "C", "C", "C", "C", "C", "O", "C", "C", "C", "C", "C", "C", "C", "C", "C", "O", "C", "C", "C", "C", "C", "C", "H", "H", "H", "H", "H", "H", "H", "H", "H", "H", "H", "H", "H", "H", "H", "H", "H", "H", "H", "H", "H", "H", "H", "H", "H", "H", "H", "H", "H", "H", "H", "H", "H", "H", "H", "H", "H", "H", "H", "H", "F", "C", "C", "F", "C", "F", "C", "S", "C", "F", "C", "F", "C", "C", "C", "C", "C", "C", "C", "F", "C", "C", "C", "O", "C", "C", "N", "C", "C", "O", "O", "H", "H", "H", "H", "H", "H", "H", "H", "H", "H", "H"], "coordinates": [[-0.48456, -2.67173, 0.40130], [2.14996, 3.83531, 4.76703], [2.14284, 2.42817, 5.38230], [3.59382, 2.00514, 5.61270], [1.44451, 2.48510, 6.74923], [1.40615, 1.46915, 4.45127], [1.99259, 0.35828, 3.87832], [1.29406, -0.45919, 2.99344], [2.17463, -2.00991, 2.29545], [3.01036, -1.20662, 0.76707], [4.20462, -0.54480, 0.96621], [4.87449, 0.08611, -0.07585], [4.27920, -0.00952, -1.32676], [3.07806, -0.66826, -1.58782], [2.38519, -1.29691, -0.50998], [1.27074, -1.94162, -0.67552], [2.62013, -0.65745, -3.06045], [1.25754, -1.30111, -3.32420], [3.65793, -1.40295, -3.91568], [2.51490, 0.79551, -3.55578], [6.17854, 0.83300, 0.19248], [5.92731, 1.95839, 1.20707], [7.22437, -0.13356, 0.76624], [6.75850, 1.45974, -1.07579], [-0.03600, -0.18460, 2.60264], [-0.66632, -0.86919, 1.70657], [-0.68462, 0.90739, 3.28021], [0.05513, 1.69272, 4.14176], [-2.18375, 1.14142, 3.07459], [-2.70278, 2.33520, 3.88224], [-2.94550, -0.10789, 3.54402], [-2.50801, 1.40464, 1.59934], [2.66699, 4.54387, 5.42387], [2.65527, 3.82544, 3.79916], [1.13339, 4.19819, 4.60655], [4.08429, 2.71641, 6.28347], [3.65365, 1.01368, 6.06663], [4.15502, 1.98186, 4.67593], [1.96936, 3.17048, 7.42351], [0.41333, 2.82883, 6.65367], [1.42258, 1.49417, 7.20731], [3.01781, 0.08928, 4.10108], [4.61152, -0.52620, 1.97191], [4.77755, 0.45603, -2.16819], [1.21841, -2.34873, -3.03772], [0.48693, -0.77983, -2.76079], [1.02888, -1.21899, -4.39340], [3.72900, -2.44438, -3.59546], [3.35667, -1.38999, -4.96816], [4.65178, -0.95591, -3.83893], [1.78878, 1.34654, -2.95404], [3.46663, 1.32775, -3.50615], [2.17596, 0.80827, -4.59680], [5.53007, 1.56350, 2.14348], [6.85474, 2.49751, 1.42826], [5.19615, 2.66836, 0.81522], [6.87281, -0.59074, 1.69206], [7.43062, -0.93766, 0.05654], [8.16150, 0.39198, 0.97968], [6.06530, 2.17760, -1.51954], [7.68439, 1.98951, -0.83432], [6.98988, 0.70109, -1.82722], [-0.43848, 2.53253, 4.61558], [-2.55984, 2.19606, 4.95760], [-2.22112, 3.27176, 3.58641], [-3.77517, 2.43867, 3.69994], [-2.75414, -0.29193, 4.60553], [-4.02235, 0.03282, 3.40173], [-2.64900, -0.97771, 2.96331], [-1.95791, 2.28184, 1.24092], [-2.25134, 0.53394, 1.00116], [-3.57824, 1.59772, 1.47843], [-7.00391, -4.65636, 4.70220], [-6.27588, -4.08969, 3.71394], [-4.89473, -4.15313, 3.72387], [-4.27619, -4.78898, 4.73781], [-4.16076, -3.57459, 2.70578], [-2.82747, -3.69628, 2.77897], [-4.74533, -2.89885, 1.62022], [-3.82094, -2.15894, 0.36785], [-6.14883, -2.86738, 1.65614], [-6.83424, -2.25021, 0.67673], [-6.89773, -3.43989, 2.66432], [-8.24689, -3.37304, 2.63816], [-2.96744, -1.98410, -7.07091], [-3.67148, -1.02678, -6.11716], [-3.68008, 0.37896, -6.70257], [-4.36206, 1.34897, -5.75612], [-3.68243, 1.31462, -4.41742], [-3.63396, 2.42924, -3.61118], [-3.00775, 2.36284, -2.37279], [-2.97226, 3.49084, -1.62572], [-2.44323, 1.21280, -1.90626], [-2.48225, 0.06626, -2.70927], [-1.88825, -1.17726, -2.17187], [-1.41726, -1.13278, -1.02422], [-1.89981, -2.29043, -3.07398], [-2.46022, -2.13089, -4.29787], [-3.04197, -1.01018, -4.78473], [-3.07502, 0.12249, -3.97662], [-1.26402, -3.66006, -2.82108], [-1.14770, -4.39767, -3.81103], [-0.93487, -3.90366, -1.63282], [-3.34682, -1.80782, -8.07892], [-3.14088, -3.03102, -6.83153], [-1.89070, -1.80670, -7.06869], [-4.71197, -1.35192, -5.99212], [-4.19496, 0.34650, -7.66486], [-2.64800, 0.69129, -6.89070], [-5.41326, 1.06032, -5.64386], [-4.35519, 2.36523, -6.15444], [-4.07846, 3.36383, -3.93172], [-1.97068, 1.15891, -0.93676], [-2.40974, -2.99796, -4.94061]], "total_charge": -2, "de_lowest_ev": 0.0000, "e_lumo_ev": 3.6038, "gap_ev": 5.5, "multiplicity": 1}

Entry 5:
{"formula": "C3H6OS", "method": "ωB97M-V/def2-TZVPD", "elements": ["C", "O", "C", "C", "S", "H", "H", "H", "H", "H", "H"], "coordinates": [[2.10601, -0.59915, -0.18355], [1.11338, 0.36912, -0.03095], [-0.23110, 0.07584, -0.08261], [-0.51498, -1.29870, -0.38390], [-1.42724, 1.00608, 0.41734], [3.08718, -0.00319, -0.59644], [2.19234, -1.32523, 0.74421], [1.85857, -1.43333, -0.99717], [-0.19537, -2.09817, 0.40957], [0.29367, -1.71175, -1.35985], [-1.46706, -1.54653, -0.72993]], "total_charge": 0, "de_lowest_ev": 2.6096, "e_lumo_ev": 0.3364, "smiles": "COC(C)=S", "gap_ev": 9.1, "multiplicity": 1}

Entry 6:
{"formula": "C8H9ClN4", "method": "ωB97M-V/def2-TZVPD", "elements": ["N", "C", "N", "C", "N", "N", "C", "C", "C", "C", "C", "C", "H", "H", "H", "H", "H", "H", "H", "H", "H", "Cl"], "coordinates": [[-0.98391, -1.97652, 1.16741], [-1.39900, -1.65979, -0.08100], [-2.35624, -2.23287, -0.84604], [-2.36607, -1.50912, -1.94253], [-1.45337, -0.54112, -1.93376], [-0.84040, -0.62928, -0.74547], [0.23490, 0.16792, -0.21130], [1.50608, -0.03815, -0.73499], [2.58424, 0.66705, -0.23764], [2.33840, 1.57710, 0.79651], [1.05675, 1.81319, 1.30777], [-0.00808, 1.08601, 0.79155], [-1.54884, -1.78038, 1.97433], [-0.05960, -2.32478, 1.34426], [-3.04933, -1.69703, -2.75501], [-1.21925, 0.15309, -2.62749], [1.65680, -0.75347, -1.53994], [3.58019, 0.49495, -0.62204], [3.18700, 2.11746, 1.19895], [0.98452, 2.56125, 2.12695], [-1.00220, 1.22619, 1.18755], [-0.84259, 3.27830, 2.38195]], "total_charge": 0, "de_lowest_ev": 2.0582, "e_lumo_ev": -0.6711, "gap_ev": 5.9, "multiplicity": 1}

Electronic energy / hartree: -452.9759; -309.6895; -1092.8642; -5903.9572; -591.2371; -989.3735